Here is a 10-piece molecular cluster, C54H144BF4N9O18 overall at a distorted geometry from the OMol25 dataset. Energies are from wB97M-V/def2-TZVPD.

Calculated values
Multiplicity: 1
Energy above the lowest of the compared OMol25 structures with the same formula, charge and spin in eV: 7.787
Charge: +8
E_LUMO in eV: -13.46
Gap between HOMO and LUMO in eV: 8.0

Each line ends with the Löwdin charge.
Geometry (Å):
C 2.32 1.97 -1.98  -0.089
O 2.03 2.91 -2.97  -0.188
C 0.86 2.67 -3.78  -0.182
C 0.98 1.56 -4.81  -0.086
N 2.02 1.76 -5.91  0.083
H 2.98 1.88 -5.65  0.175
H 1.97 0.92 -6.47  0.175
C 1.76 2.98 -6.83  -0.039
C 2.52 2.93 -8.18  -0.168
O 3.94 2.89 -7.97  -0.199
C 4.75 3.09 -9.12  -0.074
H 2.32 1.00 -2.49  0.066
H 1.42 1.82 -1.38  0.072
H 3.28 1.99 -1.47  0.109
H 0.62 3.61 -4.27  0.121
H 0.02 2.39 -3.15  0.124
H -0.02 1.29 -5.13  0.149
H 1.33 0.64 -4.33  0.107
H 1.73 3.78 -6.09  0.117
H 0.70 2.78 -7.01  0.133
H 2.16 3.79 -8.74  0.139
H 2.27 2.11 -8.86  0.140
H 5.78 2.81 -8.90  0.105
H 4.74 4.14 -9.41  0.098
H 4.43 2.57 -10.02  0.101
C -7.04 -3.73 3.70  -0.029
O -5.92 -2.84 3.39  -0.270
C -5.72 -1.66 4.27  -0.120
C -4.41 -0.88 4.08  -0.046
N -3.35 -1.85 3.63  0.056
H -2.76 -2.15 4.40  0.182
H -3.84 -2.73 3.56  0.112
C -2.49 -1.67 2.43  -0.051
C -2.24 -3.10 1.88  -0.157
O -1.48 -4.01 2.72  -0.195
C -0.98 -5.22 2.09  -0.067
H -7.17 -4.49 2.93  0.088
H -7.94 -3.18 3.97  0.110
H -6.68 -4.27 4.58  0.091
H -5.81 -2.10 5.27  0.136
H -6.54 -0.95 4.20  0.138
H -4.03 -0.25 4.87  0.147
H -4.51 -0.23 3.21  0.102
H -1.62 -1.23 2.91  0.132
H -3.00 -1.08 1.67  0.122
H -1.74 -2.93 0.93  0.126
H -3.16 -3.64 1.70  0.106
H -1.68 -5.69 1.40  0.075
H -0.77 -6.04 2.77  0.098
H -0.08 -4.94 1.53  0.066
C -3.27 -1.32 -1.79  -0.047
O -3.83 -2.61 -1.47  -0.221
C -4.03 -3.63 -2.41  -0.178
C -3.94 -5.12 -1.88  -0.052
N -4.95 -5.35 -0.77  0.080
H -4.63 -4.67 -0.09  0.131
H -5.90 -5.01 -0.90  0.181
C -5.01 -6.84 -0.29  0.004
C -5.10 -6.86 1.33  -0.169
O -4.20 -5.93 1.91  -0.232
C -4.40 -5.83 3.35  -0.039
H -3.43 -1.06 -2.84  0.107
H -2.18 -1.31 -1.74  0.068
H -3.60 -0.57 -1.07  0.053
H -3.50 -3.43 -3.34  0.137
H -5.06 -3.55 -2.74  0.130
H -2.93 -5.20 -1.47  0.126
H -4.08 -5.83 -2.70  0.148
H -4.03 -7.22 -0.58  0.120
H -5.82 -7.46 -0.67  0.149
H -5.00 -7.88 1.69  0.145
H -6.15 -6.63 1.53  0.120
H -5.36 -6.24 3.67  0.103
H -4.15 -4.84 3.73  0.068
H -3.66 -6.52 3.76  0.103
C -2.74 3.84 5.34  -0.075
O -2.01 4.83 4.57  -0.147
C -1.55 4.23 3.36  -0.228
C -0.81 5.22 2.50  -0.076
N -1.65 6.50 2.31  0.104
H -2.60 6.18 2.18  0.151
H -1.88 7.08 3.10  0.178
C -1.39 7.48 1.09  -0.023
C -1.75 6.99 -0.28  -0.190
O -0.87 5.88 -0.58  -0.193
C -1.31 5.24 -1.75  -0.097
H -3.70 3.50 4.95  0.070
H -2.99 4.36 6.26  0.112
H -2.29 2.86 5.50  0.086
H -2.35 3.86 2.72  0.115
H -0.83 3.43 3.56  0.138
H -0.65 4.61 1.61  0.123
H 0.05 5.65 3.01  0.144
H -0.41 7.93 1.24  0.146
H -2.21 8.15 1.34  0.143
H -1.78 7.74 -1.08  0.146
H -2.80 6.72 -0.26  0.127
H -2.36 4.98 -1.84  0.095
H -0.81 4.29 -1.96  0.078
H -1.14 5.96 -2.55  0.077
C -5.75 -1.13 0.51  -0.050
O -5.81 0.20 1.15  -0.171
C -5.09 1.13 0.37  -0.220
C -4.98 2.54 1.06  -0.045
N -6.35 3.10 1.46  0.035
H -6.87 2.50 2.09  0.165
H -6.07 3.94 1.95  0.168
C -7.31 3.40 0.32  -0.029
C -8.64 4.26 0.69  -0.152
O -9.21 3.46 1.68  -0.177
C -9.82 4.16 2.80  -0.060
H -6.17 -1.30 -0.48  0.106
H -6.13 -1.98 1.08  0.082
H -4.73 -1.47 0.34  0.034
H -5.47 1.17 -0.65  0.138
H -4.07 0.75 0.30  0.085
H -4.44 3.15 0.33  0.135
H -4.60 2.36 2.06  0.123
H -7.45 2.38 -0.03  0.132
H -6.52 3.93 -0.20  0.122
H -9.20 4.45 -0.22  0.138
H -8.42 5.30 0.94  0.128
H -10.02 3.57 3.69  0.097
H -10.78 4.61 2.59  0.104
H -9.28 5.01 3.20  0.087
C 1.84 -2.13 1.54  -0.075
O 1.66 -3.23 2.35  -0.233
C 1.73 -2.97 3.74  -0.178
C 1.79 -4.31 4.50  -0.024
N 2.89 -5.12 3.82  0.059
H 2.53 -5.40 2.92  0.162
H 3.82 -4.76 3.67  0.157
C 3.21 -6.38 4.55  -0.060
C 4.72 -6.79 4.34  -0.163
O 5.18 -6.23 3.15  -0.225
C 6.54 -6.11 3.04  -0.091
H 1.33 -2.31 0.59  0.070
H 2.91 -2.15 1.36  0.106
H 1.42 -1.27 2.06  0.097
H 0.82 -2.39 3.92  0.128
H 2.59 -2.35 3.99  0.106
H 0.92 -4.94 4.32  0.127
H 1.96 -4.26 5.57  0.148
H 2.59 -7.24 4.30  0.143
H 3.04 -6.21 5.61  0.135
H 4.82 -7.87 4.29  0.148
H 5.33 -6.41 5.16  0.138
H 6.79 -5.94 2.00  0.101
H 6.94 -7.08 3.34  0.120
H 6.89 -5.21 3.53  0.095
C 2.62 4.95 0.49  -0.080
O 3.35 5.97 -0.14  -0.167
C 3.84 5.83 -1.41  -0.210
C 2.79 6.17 -2.52  -0.025
N 2.28 7.70 -2.51  0.131
H 1.99 7.95 -1.58  0.158
H 3.05 8.28 -2.79  0.164
C 1.17 7.99 -3.64  -0.021
C 1.64 7.56 -5.06  -0.163
O 3.06 7.39 -5.26  -0.220
C 3.50 7.90 -6.49  -0.084
H 1.86 4.41 -0.07  0.072
H 2.07 5.44 1.30  0.086
H 3.32 4.19 0.86  0.083
H 4.44 4.92 -1.42  0.141
H 4.65 6.54 -1.54  0.138
H 1.95 5.52 -2.27  0.098
H 3.21 5.98 -3.51  0.118
H 0.87 9.03 -3.57  0.135
H 0.28 7.47 -3.30  0.091
H 1.23 8.24 -5.81  0.138
H 1.26 6.56 -5.25  0.108
H 4.39 7.44 -6.90  0.106
H 3.53 8.98 -6.35  0.113
H 2.85 7.68 -7.34  0.094
C 10.61 1.59 3.34  -0.037
O 9.41 1.02 3.87  -0.213
C 8.87 -0.14 3.20  -0.194
C 7.63 -0.81 3.88  -0.054
N 6.41 0.11 3.98  0.075
H 6.67 0.84 4.63  0.182
H 6.31 0.62 3.11  0.170
C 5.13 -0.55 4.44  -0.092
C 3.95 0.31 4.13  -0.256
O 3.73 0.65 2.84  -0.163
C 2.85 1.65 2.50  -0.094
H 11.26 0.71 3.33  0.098
H 10.76 2.27 4.17  0.116
H 10.53 1.92 2.31  0.097
H 9.61 -0.92 3.07  0.134
H 8.67 0.05 2.15  0.122
H 7.85 -1.17 4.88  0.144
H 7.30 -1.68 3.31  0.125
H 5.41 -0.76 5.48  0.156
H 5.05 -1.59 4.15  0.121
H 4.10 1.27 4.62  0.145
H 3.18 -0.27 4.64  0.125
H 3.30 2.57 2.89  0.096
H 1.83 1.62 2.88  0.096
H 2.83 1.80 1.42  0.082
C 2.28 -6.14 -7.94  -0.066
O 2.21 -5.91 -6.50  -0.182
C 2.27 -7.16 -5.77  -0.206
C 2.78 -7.01 -4.37  -0.071
N 2.05 -5.94 -3.49  0.100
H 1.86 -5.05 -3.93  0.144
H 1.13 -6.30 -3.31  0.167
C 2.76 -5.53 -2.14  -0.044
C 2.02 -4.34 -1.59  -0.202
O 1.57 -3.44 -2.60  -0.152
C 1.03 -2.21 -2.34  -0.116
H 1.53 -6.79 -8.39  0.095
H 3.20 -6.60 -8.29  0.100
H 2.10 -5.24 -8.53  0.092
H 2.82 -7.94 -6.28  0.151
H 1.27 -7.56 -5.60  0.128
H 3.83 -6.74 -4.39  0.138
H 2.78 -7.98 -3.86  0.147
H 3.75 -5.19 -2.45  0.141
H 2.82 -6.37 -1.45  0.145
H 2.74 -3.81 -0.97  0.127
H 1.32 -4.79 -0.89  0.118
H 1.20 -1.63 -3.25  0.083
H 1.50 -1.50 -1.64  0.082
H -0.04 -2.07 -2.24  0.078
B -0.68 1.11 0.50  -1.333
F 0.41 2.05 0.57  0.048
F -1.77 1.63 -0.17  0.123
F -0.07 0.01 -0.07  0.119
F -1.10 0.79 1.78  0.119

Here is one molecule with the formula C6H5ClN2O2 at a distorted geometry from the OMol25 dataset. Energies are from wB97M-V/def2-TZVPD.

Calculated values
Multiplicity: 1
Energy above the lowest of the compared OMol25 structures with the same formula, charge and spin in eV: 2.208
E_LUMO in eV: -0.42
SMILES: COC(=O)c1cnc(Cl)cn1
Gap between HOMO and LUMO in eV: 9.2

Each line ends with the natural charge from an NBO analysis.
Geometry (Å):
C 3.03 -0.77 0.27  -0.273
O 1.64 -0.75 0.17  -0.464
C 1.10 0.42 -0.01  0.755
O 1.60 1.53 -0.01  -0.603
C -0.39 0.25 -0.08  0.009
C -1.13 1.56 -0.05  0.028
N -2.47 1.54 0.09  -0.415
C -2.94 0.35 -0.06  0.249
Cl -4.69 -0.29 0.23  -0.069
C -2.20 -0.94 -0.33  -0.010
N -0.83 -1.03 -0.20  -0.315
H 3.41 -0.68 1.28  0.202
H 3.43 -0.02 -0.44  0.206
H 3.39 -1.76 -0.26  0.196
H -0.30 2.47 -0.12  0.287
H -2.65 -1.87 -0.48  0.219

Here is a 11-piece molecular cluster, C64H55F3N10O22 overall at a distorted geometry from the OMol25 dataset. Energies are from wB97M-V/def2-TZVPD.

Calculated values
Multiplicity: 1
E_LUMO in eV: -1.19
SMILES: O=[N+]([O-])c1ccccc1.O=[N+]([O-])c1ccccc1.O=[N+]([O-])c1ccccc1.O=[N+]([O-])c1ccccc1.O=[N+]([O-])c1ccccc1.O=[N+]([O-])c1ccccc1.O=[N+]([O-])c1ccccc1.O=[N+]([O-])c1ccccc1.O=[N+]([O-])c1ccccc1.O=[N+]([O-])c1ccccc1.CCOC(=O)C(F)(F)F
Gap between HOMO and LUMO in eV: 8.6

Each line ends with the Löwdin charge.
Geometry (Å):
O 2.78 -3.15 4.76  0.055
N 2.53 -4.29 5.12  -0.353
O 3.03 -4.85 6.04  0.126
C 1.48 -5.01 4.44  -0.143
C 1.38 -6.37 4.66  0.008
C 0.29 -7.15 4.24  -0.051
C -0.77 -6.53 3.66  -0.077
C -0.72 -5.16 3.42  -0.056
C 0.37 -4.38 3.83  0.019
H 2.22 -6.79 5.11  0.097
H 0.35 -8.18 4.46  0.099
H -1.59 -7.08 3.20  0.117
H -1.55 -4.66 2.88  0.114
H 0.37 -3.34 3.60  0.094
O 4.13 -4.78 2.28  0.097
N 4.77 -3.80 2.46  -0.362
O 5.81 -3.75 3.08  0.073
C 4.27 -2.48 1.94  -0.119
C 5.04 -1.36 1.97  -0.007
C 4.52 -0.23 1.36  -0.062
C 3.27 -0.21 0.72  -0.060
C 2.52 -1.35 0.71  -0.095
C 2.98 -2.45 1.35  -0.016
H 6.00 -1.40 2.45  0.120
H 5.11 0.64 1.30  0.097
H 3.00 0.70 0.27  0.097
H 1.50 -1.37 0.33  0.100
H 2.39 -3.36 1.35  0.101
O 0.73 -3.71 -0.36  0.021
N 0.36 -4.65 -1.09  -0.295
O -0.62 -5.34 -0.92  0.091
C 1.26 -4.99 -2.22  -0.147
C 2.40 -4.24 -2.49  -0.023
C 3.26 -4.54 -3.54  -0.046
C 2.92 -5.65 -4.33  -0.060
C 1.76 -6.40 -4.07  -0.073
C 0.94 -6.06 -3.03  -0.026
H 2.59 -3.37 -1.86  0.119
H 4.01 -3.83 -3.73  0.097
H 3.53 -5.90 -5.22  0.119
H 1.52 -7.16 -4.82  0.117
H 0.05 -6.67 -2.80  0.133
O -4.33 -2.28 -2.09  0.088
N -3.35 -2.94 -2.27  -0.334
O -2.82 -3.63 -1.39  0.046
C -2.83 -2.95 -3.71  -0.131
C -3.34 -1.97 -4.61  0.004
C -3.07 -2.02 -5.97  -0.043
C -2.22 -3.05 -6.39  -0.040
C -1.67 -3.96 -5.44  -0.057
C -2.02 -3.96 -4.11  -0.033
H -3.97 -1.22 -4.14  0.119
H -3.52 -1.30 -6.57  0.083
H -1.95 -3.13 -7.43  0.101
H -1.05 -4.77 -5.77  0.099
H -1.79 -4.65 -3.30  0.106
O -2.62 0.86 -8.51  0.063
N -1.42 0.64 -8.69  -0.326
O -0.97 -0.27 -9.39  0.066
C -0.48 1.42 -7.83  -0.133
C 0.62 0.84 -7.24  -0.024
C 1.42 1.64 -6.43  -0.088
C 1.07 2.96 -6.17  -0.069
C -0.15 3.45 -6.59  -0.060
C -0.92 2.71 -7.45  0.014
H 0.79 -0.24 -7.44  0.136
H 2.36 1.25 -6.05  0.113
H 1.75 3.54 -5.58  0.107
H -0.35 4.48 -6.44  0.099
H -1.79 3.05 -7.94  0.106
O 1.91 8.67 -6.13  0.083
N 2.50 8.70 -5.07  -0.342
O 3.53 9.35 -4.88  0.065
C 2.13 7.73 -4.03  -0.146
C 2.96 7.58 -2.87  0.036
C 2.58 6.64 -1.87  -0.054
C 1.41 5.92 -1.97  -0.105
C 0.58 6.16 -3.06  -0.062
C 0.92 7.09 -4.11  0.022
H 3.79 8.24 -2.93  0.101
H 3.26 6.52 -1.03  0.106
H 1.01 5.16 -1.36  0.096
H -0.40 5.71 -3.03  0.103
H 0.30 7.12 -4.97  0.104
O -1.06 1.09 2.03  0.053
N -0.25 0.36 2.59  -0.325
O -0.46 -0.83 2.66  0.045
C 1.11 0.82 3.07  -0.133
C 1.33 2.17 2.82  -0.004
C 2.58 2.73 3.17  -0.057
C 3.46 1.91 3.87  -0.044
C 3.18 0.52 4.13  -0.060
C 2.08 -0.09 3.58  -0.015
H 0.62 2.78 2.25  0.104
H 2.89 3.66 2.86  0.076
H 4.52 2.18 4.20  0.130
H 3.81 -0.13 4.65  0.096
H 1.87 -1.18 3.65  0.114
O -0.07 8.99 -1.09  0.063
N -0.80 8.04 -0.82  -0.347
O -1.65 7.65 -1.58  0.090
C -0.40 7.25 0.32  -0.178
C 0.52 7.80 1.19  0.005
C 0.74 7.26 2.44  -0.060
C 0.16 6.06 2.77  -0.078
C -0.69 5.45 1.87  -0.074
C -0.98 6.03 0.64  -0.005
H 1.05 8.69 0.94  0.116
H 1.35 7.72 3.16  0.097
H 0.28 5.74 3.80  0.113
H -1.16 4.49 2.14  0.115
H -1.75 5.53 -0.03  0.147
O -2.52 2.43 -1.02  0.049
N -2.10 2.27 -2.19  -0.334
O -2.29 3.01 -3.11  0.092
C -1.32 1.00 -2.40  -0.128
C -0.62 0.86 -3.53  -0.016
C 0.15 -0.30 -3.72  -0.048
C 0.15 -1.35 -2.82  -0.063
C -0.64 -1.24 -1.68  -0.079
C -1.37 -0.07 -1.45  0.029
H -0.61 1.60 -4.30  0.097
H 0.73 -0.27 -4.66  0.090
H 0.74 -2.19 -3.18  0.098
H -0.52 -2.03 -0.96  0.075
H -1.95 0.08 -0.52  0.122
O -4.97 -3.93 7.46  0.053
N -5.42 -4.25 6.35  -0.336
O -6.39 -4.95 6.10  0.083
C -4.64 -3.75 5.21  -0.145
C -3.43 -3.11 5.52  -0.001
C -2.78 -2.60 4.46  -0.121
C -3.29 -2.51 3.18  -0.085
C -4.48 -3.11 2.87  -0.046
C -5.15 -3.76 3.93  0.004
H -2.91 -3.11 6.49  0.139
H -1.76 -2.24 4.53  0.089
H -2.69 -2.06 2.38  0.106
H -4.93 -3.14 1.89  0.110
H -6.10 -4.23 3.71  0.115
C -4.24 1.22 5.91  -0.052
C -3.14 1.32 4.89  -0.167
O -1.97 1.93 5.56  0.028
C -0.95 1.09 5.79  -0.389
O -0.69 0.01 5.37  0.159
C 0.13 1.89 6.61  -0.512
F -0.40 2.46 7.69  0.165
F 1.07 1.04 7.04  0.160
F 0.64 2.91 5.88  0.137
H -4.55 2.22 6.22  0.076
H -3.86 0.69 6.85  0.108
H -5.10 0.64 5.52  0.093
H -3.36 2.01 4.14  0.108
H -2.79 0.39 4.47  0.095

Here is a 2-piece molecular cluster, C5H10O2 overall from the OMol25 dataset. Energies are from wB97M-V/def2-TZVPD.

Calculated values
Multiplicity: 1
Energy above the lowest of the compared OMol25 structures with the same formula, charge and spin in eV: 3.377
E_LUMO in eV: 0.88
SMILES: O=CCC1COC1.[H][H]
Gap between HOMO and LUMO in eV: 10.6

Each line ends with the natural charge from an NBO analysis.
Geometry (Å):
O 2.11 -0.16 0.98  -0.529
C 1.60 -1.17 0.55  0.451
C 0.24 -1.27 -0.07  -0.512
C -0.40 0.05 -0.41  -0.273
C -1.90 0.05 -0.72  -0.046
O -2.16 0.99 0.33  -0.533
C -0.79 0.96 0.76  -0.047
H 2.14 -2.11 0.71  0.112
H -0.37 -1.82 0.66  0.235
H 0.30 -1.91 -0.96  0.233
H 0.19 0.57 -1.17  0.220
H -2.40 -0.91 -0.55  0.163
H -2.19 0.43 -1.71  0.178
H -0.33 1.95 0.77  0.188
H -0.68 0.50 1.75  0.169
H 2.30 1.67 -0.18  0.024
H 2.34 2.16 -0.75  -0.033

Here is CH2N2OS as an isolated structure at a distorted geometry from the OMol25 dataset. Energies are from wB97M-V/def2-TZVPD.

Calculated values
Multiplicity: 1
Energy above the lowest of the compared OMol25 structures with the same formula, charge and spin in eV: 1.484
E_LUMO in eV: -0.32
Gap between HOMO and LUMO in eV: 9.6

Each line ends with the natural charge from an NBO analysis.
Geometry (Å):
C -0.11 1.09 -0.81  0.249
N -1.00 1.16 -0.04  -0.675
N 1.12 -0.96 0.04  -1.041
O 2.17 1.08 0.70  -0.879
S 1.97 0.23 -0.44  1.502
H 1.06 -1.89 -0.53  0.394
H -1.47 1.54 0.76  0.450

Here is one molecule with the formula CH2FPS at a distorted geometry from the OMol25 dataset. Energies are from wB97M-V/def2-TZVPD.

Calculated values
Multiplicity: 1
Energy above the lowest of the compared OMol25 structures with the same formula, charge and spin in eV: 0.531
E_LUMO in eV: -0.10
SMILES: C=P(F)=S
Gap between HOMO and LUMO in eV: 9.3

Each line ends with the natural charge from an NBO analysis.
Geometry (Å):
C 0.03 0.49 -0.95  -1.022
P -0.22 -0.39 0.45  1.463
F 1.08 -0.32 1.43  -0.558
S -1.27 -1.65 1.48  -0.427
H 0.93 1.15 -0.62  0.273
H -0.56 0.71 -1.79  0.271

Here is a 2-piece molecular cluster, C7H10 overall from the OMol25 dataset. Energies are from wB97M-V/def2-TZVPD.

Calculated values
Multiplicity: 1
Energy above the lowest of the compared OMol25 structures with the same formula, charge and spin in eV: 3.210
E_LUMO in eV: 1.04
SMILES: C#CC(=C)C.C=C
Gap between HOMO and LUMO in eV: 10.2

Each line ends with the natural charge from an NBO analysis.
Geometry (Å):
C -1.52 -1.77 1.10  -0.220
C -0.60 -1.49 0.37  -0.039
C 0.47 -1.13 -0.52  -0.080
C 1.74 -1.42 -0.21  -0.347
C 0.07 -0.42 -1.79  -0.626
H -2.32 -2.04 1.75  0.238
H 2.55 -1.16 -0.88  0.198
H 2.00 -1.93 0.71  0.207
H -0.42 0.53 -1.53  0.232
H -0.64 -1.02 -2.37  0.222
H 0.94 -0.20 -2.41  0.215
C -0.93 2.22 0.66  -0.403
C 0.17 1.80 1.27  -0.382
H -0.98 3.19 0.16  0.193
H -1.82 1.60 0.62  0.198
H 1.08 2.40 1.31  0.192
H 0.21 0.83 1.75  0.203

Here is one molecule with the formula C2H3F2OP at a distorted geometry from the OMol25 dataset. Energies are from wB97M-V/def2-TZVPD.

Calculated values
Multiplicity: 1
Energy above the lowest of the compared OMol25 structures with the same formula, charge and spin in eV: 5.893
E_LUMO (spin up / spin down) in eV: -0.90 / -0.90
Gap between HOMO and LUMO (spin up / spin down) in eV: 7.6 / 7.6

Each line ends with the natural charge from an NBO analysis.
Geometry (Å):
C -0.10 -0.10 0.04  -0.936
C -3.06 1.69 -1.53  0.367
O -1.36 -0.12 -2.38  -0.981
F -3.57 2.47 -0.60  -0.328
F -4.02 0.82 -1.91  -0.341
P -1.65 0.44 -1.07  1.465
H 0.66 -0.29 -0.66  0.257
H -0.41 -1.17 0.37  0.253
H -0.28 0.64 0.84  0.244